Run A
Entry from the Open Molecules 2025 dataset: CH3Cl2OP in the gas phase (the ωB97M-V functional and the def2-TZVPD basis).

```
8
CH3Cl2OP the ωB97M-V functional and the def2-TZVPD basis
C 0.3208 -0.2958 0.2720
O 0.8457 0.8391 -0.3941
P 1.8630 -1.2695 1.2555
Cl 2.2046 0.2645 2.5089
Cl 0.5830 -2.5003 2.2995
H -0.4570 0.0627 0.9979
H -0.0421 -0.9171 -0.4926
H 0.8628 1.4139 0.4722
```

Computed properties:
Orbital gap ... 9.89 eV
HOMO ... -9.37 eV

Run B
Entry from the Open Molecules 2025 dataset: 2 unconnected molecules or ions with the total composition CH3Cl2OP (the ωB97M-V functional and the def2-TZVPD basis).

```
8
CH3Cl2OP the ωB97M-V functional and the def2-TZVPD basis
C -0.1847 -0.3223 -0.4688
O 0.2478 1.4702 -1.0016
P 0.6912 0.0071 1.0968
Cl -0.8168 0.6537 2.3228
Cl 0.7404 -1.8764 1.8760
H -1.1831 -0.2253 -0.5669
H 0.2189 -0.8226 -1.3208
H 0.2863 1.1156 -1.9376
```

Computed properties:
Orbital gap ... 9.68 eV
HOMO ... -9.92 eV

What is the stability order? It is run A, run B, from most stable to least stable.

Run A
Entry from the Open Molecules 2025 dataset: H2N2O3 in the gas phase (the ωB97M-V functional and the def2-TZVPD basis).

```
7
H2N2O3 the ωB97M-V functional and the def2-TZVPD basis
N -0.8887 0.5994 -0.3135
N 1.1307 -0.3855 0.0470
O -1.1319 -0.3472 0.6970
O 2.2681 -0.6019 -0.2019
O 0.4417 0.5647 -0.7310
H -0.7570 1.4636 0.2460
H -1.0629 -1.2931 0.2565
```

Computed properties:
Orbital gap ... 9.73 eV
HOMO ... -9.68 eV

Run B
Entry from the Open Molecules 2025 dataset: H2N2O3 in the gas phase (the ωB97M-V functional and the def2-TZVPD basis).

```
7
H2N2O3 the ωB97M-V functional and the def2-TZVPD basis
N 1.7128 0.6871 -0.0817
N 0.4563 0.4004 -0.0477
O 2.6160 -0.1743 -0.1465
O -0.5116 1.3556 0.0922
O -0.0355 -1.0437 -0.1368
H -0.7150 1.8135 -0.7578
H 0.7325 -1.4937 -0.1808
```

Computed properties:
Orbital gap ... 10.21 eV
HOMO ... -10.01 eV

What is the stability order? It is run B, run A, from most stable to least stable.

Run A
Entry from the Open Molecules 2025 dataset: 2 unconnected molecules or ions with the total composition F2H4NPSi (the ωB97M-V functional and the def2-TZVPD basis).

```
9
F2H4NPSi the ωB97M-V functional and the def2-TZVPD basis
N -0.4197 0.0633 0.3653
F 3.3226 1.0948 -0.5629
F 3.6497 -1.1259 -0.6074
Si -1.8849 -0.2585 -0.2170
P 3.1934 -0.0394 0.5616
H 0.3340 -0.0961 -0.2859
H 4.4976 0.1434 0.9819
H -2.3284 0.3127 -1.5712
H -3.0315 -0.6130 0.6091
```

Computed properties:
Orbital gap ... 9.16 eV
HOMO ... -9.57 eV

Run B
Entry from the Open Molecules 2025 dataset: 2 unconnected molecules or ions with the total composition F2H4NPSi (the ωB97M-V functional and the def2-TZVPD basis).

```
9
F2H4NPSi the ωB97M-V functional and the def2-TZVPD basis
N -0.9008 0.6144 -0.8237
F -2.0040 -2.1330 1.2611
F 0.2063 -2.7404 1.6318
Si 0.3560 0.0578 0.0202
P -1.1722 -2.5442 2.5008
H -1.3284 0.2831 -1.6966
H -0.9231 -1.3263 2.9193
H 1.2347 -0.9848 -0.1568
H 0.6833 0.6126 1.2658
```

Computed properties:
Orbital gap ... 9.79 eV
HOMO ... -9.59 eV

What is the stability order? It is run B, run A, from most stable to least stable.

Run A
Entry from the Open Molecules 2025 dataset: C21H24N4O4S in the gas phase (the ωB97M-V functional and the def2-TZVPD basis).

```
54
C21H24N4O4S the ωB97M-V functional and the def2-TZVPD basis
O -0.4723 -5.0669 0.5305
C 0.1834 -4.1190 0.1662
N 1.3006 -3.7264 0.8550
C 2.0684 -2.6171 0.5446
C 2.8882 -2.0264 1.5024
C 3.5905 -0.8760 1.1902
C 3.4903 -0.3432 -0.0801
C 2.7397 -0.9661 -1.0613
C 2.0154 -2.1036 -0.7588
C 1.1346 -2.8133 -1.7420
C -0.1401 -3.2439 -1.0207
H -0.8239 -3.7763 -1.6806
H -0.6440 -2.3558 -0.6260
H 0.8980 -2.1626 -2.5841
H 1.6559 -3.6941 -2.1316
H 2.7364 -0.5498 -2.0572
S 4.1993 1.2659 -0.4182
O 4.5328 1.3493 -1.8097
O 5.2088 1.5298 0.5643
N 2.9838 2.3741 -0.1553
C 2.5199 2.5582 1.1949
C 1.3033 1.6879 1.5206
H 0.9400 1.9321 2.5210
H 1.5852 0.6343 1.5072
C 0.1838 1.9018 0.4914
C -0.8897 0.8484 0.7477
O -0.7129 -0.3282 0.4893
N -2.0187 1.3061 1.3199
H -2.1608 2.2964 1.4376
C -3.1504 0.4447 1.6102
C -4.1923 0.5367 0.5230
N -5.2863 1.2283 0.8078
C -6.2166 1.3491 -0.1235
C -6.1032 0.7962 -1.3894
C -4.9531 0.0824 -1.6915
C -3.9770 -0.0519 -0.7193
H -3.0665 -0.5999 -0.9050
H -4.8224 -0.3646 -2.6663
H -6.8903 0.9203 -2.1164
H -7.0907 1.9182 0.1650
H -3.5940 0.7424 2.5618
H -2.7628 -0.5751 1.6746
C 0.7288 1.7097 -0.9277
C 1.9765 2.5613 -1.1675
H 1.7030 3.6237 -1.1775
H 2.4432 2.3137 -2.1210
H 0.9641 0.6526 -1.0523
H -0.0375 1.9788 -1.6579
H -0.2283 2.9102 0.6008
H 2.2622 3.6165 1.3242
H 3.3585 2.3223 1.8503
H 4.2117 -0.3775 1.9169
H 2.9484 -2.4521 2.4931
H 1.4794 -4.2015 1.7306
```

Computed properties:
Orbital gap ... 9.18 eV
HOMO ... -8.69 eV

Run B
Entry from the Open Molecules 2025 dataset: C21H24N4O4S in the gas phase (the ωB97M-V functional and the def2-TZVPD basis).

```
54
C21H24N4O4S the ωB97M-V functional and the def2-TZVPD basis
C 0.6814 2.3516 0.8797
H 0.1603 3.1554 1.3936
H 0.0244 1.9476 0.1132
H 0.9013 1.5645 1.5975
C 1.9646 2.8951 0.2507
N 2.7856 1.8662 -0.3403
S 2.7648 1.6073 -1.9639
O 4.0799 1.2259 -2.3996
O 2.1412 2.7361 -2.5974
C 1.6917 0.1753 -2.1973
C 1.1724 -0.4503 -1.0862
C 0.3181 -1.5377 -1.2366
C 0.0163 -1.9845 -2.5205
C 0.5628 -1.3553 -3.6229
C 1.4112 -0.2597 -3.4869
C 2.0052 0.4325 -4.6660
H 3.0908 0.4305 -4.5829
H 1.7077 -0.0469 -5.5952
H 1.6927 1.4754 -4.6754
H 0.3223 -1.7175 -4.6114
H -0.6482 -2.8266 -2.6537
N -0.2671 -2.1819 -0.1410
C -0.1187 -1.9064 1.1794
O 0.6323 -1.0837 1.6525
C -1.0587 -2.7554 2.0381
C -2.4769 -2.4262 1.6815
N -3.1091 -3.3125 0.9865
N -4.3717 -3.0828 0.6178
C -5.1349 -1.9702 0.8985
O -6.2867 -1.9022 0.5213
C -4.4085 -0.9394 1.6484
C -5.0411 0.2648 1.9556
C -4.3564 1.2481 2.6343
C -3.0316 1.0403 3.0114
C -2.3944 -0.1467 2.7247
C -3.0740 -1.1610 2.0394
H -1.3654 -0.2854 3.0143
H -2.4968 1.8187 3.5348
H -4.8424 2.1824 2.8711
H -6.0655 0.3955 1.6420
H -4.8077 -3.8367 0.0975
H -0.8593 -2.5432 3.0881
H -0.8823 -3.8136 1.8423
H -0.9305 -2.9103 -0.3751
H 1.4225 -0.0967 -0.1034
C 3.7611 1.1587 0.4571
C 5.0497 1.9563 0.6406
H 4.8559 2.8986 1.1475
H 5.7612 1.3829 1.2290
H 5.4793 2.1634 -0.3355
H 3.9883 0.2321 -0.0733
H 3.3158 0.9081 1.4252
H 1.7160 3.5901 -0.5533
H 2.5514 3.4291 1.0041
```

Computed properties:
Orbital gap ... 8.64 eV
HOMO ... -8.70 eV

What is the stability order? It is run A, run B, from most stable to least stable.

Run A
Entry from the Open Molecules 2025 dataset: 12 unconnected molecules or ions with the total composition C6H36N2O11 (the ωB97M-V functional and the def2-TZVPD basis).

```
55
C6H36N2O11 the ωB97M-V functional and the def2-TZVPD basis
N -0.1033 0.1479 0.6215
C 0.8502 0.8131 -0.3523
C 2.1904 1.2798 0.2414
C 2.1770 2.5703 1.0796
C 1.1066 3.0804 1.6921
C 1.0081 -0.1925 -1.5514
N -0.2055 -0.5726 -2.2013
C 0.0174 -1.7938 -3.0600
H 0.4916 -0.5085 0.9170
H -0.4040 0.8166 1.3528
H 0.2916 1.6948 -0.6636
H 2.8721 1.5045 -0.5598
H 2.6817 0.5600 0.9056
H 3.1529 2.8806 1.1985
H 1.1746 4.0353 2.3826
H 0.0384 2.8291 1.7229
H 1.8213 0.0950 -2.2156
H 1.4749 -1.0716 -0.9463
H -1.1042 -0.5784 -1.5810
H 0.1260 -2.7453 -2.5761
H 0.9346 -1.4916 -3.7927
H -0.8687 -1.9264 -3.7465
H 1.9996 -0.1911 2.3785
H 3.0392 0.2355 3.3375
O 3.0169 -0.1237 2.4854
H 0.7071 -1.3430 3.6393
H -0.1675 -0.2189 3.4294
O 0.6771 -0.4187 3.7526
H 2.5320 1.3968 -3.4635
H 1.0155 1.1696 -4.0837
O 1.9648 1.0342 -4.1327
H -0.8418 2.8900 0.2511
H -2.2243 3.3977 0.1746
O -1.4360 3.3791 -0.3285
H 0.3925 -3.5619 2.2725
H -1.1263 -3.6197 2.2505
O -0.3374 -3.0297 2.6722
H -2.0671 -1.9695 -0.0247
H -3.1363 -3.0584 0.1180
O -2.2812 -2.8321 0.4729
H -3.2481 -2.7316 -2.0632
H -3.1777 -1.0966 -2.6103
O -3.2724 -2.0804 -2.7714
H -2.2785 0.6475 0.4157
H -3.3541 0.3681 -0.7175
O -2.7132 -0.0274 -0.1291
H -1.9548 0.9821 -2.1955
H -3.0323 1.2356 -3.2053
O -2.9299 0.8731 -2.3432
H -2.6797 1.7988 2.8101
H -1.3695 2.0668 3.6170
O -1.7093 1.8400 2.6818
H 3.4421 -2.9091 1.6051
H 3.7182 -2.6282 0.1025
O 3.1084 -2.9015 0.7344
```

Computed properties:
Orbital gap ... 8.30 eV
HOMO ... -8.44 eV

Run B
Entry from the Open Molecules 2025 dataset: 12 unconnected molecules or ions with the total composition C6H36N2O11 (the ωB97M-V functional and the def2-TZVPD basis).

```
55
C6H36N2O11 the ωB97M-V functional and the def2-TZVPD basis
C 2.5976 -0.6024 0.2169
C 1.7295 0.4446 0.9499
C 1.1947 0.0699 2.3225
N -1.4688 -0.2912 1.3116
C -0.7164 -1.3689 1.7764
C 0.5544 -1.3138 2.2179
C 1.2268 -2.6006 2.5342
N 1.9145 -1.4587 -0.6834
H 3.4970 -0.2793 -0.2974
H 2.9733 -1.2135 1.0778
H 0.9248 0.4765 0.2003
H 2.1761 1.4449 0.8960
H 0.4632 0.8198 2.7402
H 1.9577 -0.0466 3.1217
H -1.2229 0.6753 1.3802
H -2.4731 -0.3667 1.4045
H -1.2753 -2.2967 1.7368
H 0.5850 -3.0754 3.3053
H 2.0735 -2.4984 3.2749
H 1.5365 -3.3119 1.7502
H 1.5382 -0.9156 -1.4559
H 1.2231 -2.0699 -0.2787
H 3.3527 3.6842 2.4513
H 2.6809 2.2638 2.8344
O 2.6641 3.0351 2.2770
H -3.0840 2.2747 2.1969
H -1.6148 2.5527 1.7254
O -2.3740 2.9470 2.1937
H -0.7727 0.4993 -3.5467
H -0.1379 -0.8878 -3.6722
O -0.1689 -0.0210 -4.0873
H -2.6394 1.8556 -2.1455
H -1.4218 2.0518 -0.9367
O -1.8196 1.6355 -1.7358
H 0.5345 1.6611 -2.1530
H 1.2768 0.8894 -3.2736
O 1.4040 1.3661 -2.4339
H -4.6143 1.2926 -0.1803
H -3.0559 1.1990 -0.1544
O -3.8614 0.9098 0.3019
H 2.2495 3.8682 0.4695
H 1.9310 3.0420 -0.6388
O 1.8113 3.9792 -0.3942
H -1.7777 -3.5271 -3.1228
H -1.7774 -2.8287 -4.6472
O -1.7080 -3.6039 -4.0734
H -0.0654 -4.3233 -2.6489
H 0.5781 -4.4381 -1.3166
O -0.0213 -4.9273 -1.8895
H 0.0975 3.2357 0.1827
H -1.0953 4.1526 0.5754
O -0.8829 3.3086 0.1537
H -1.9291 -1.9651 -0.0795
H -2.8530 -2.8311 -0.9023
O -1.9152 -2.5716 -0.8313
```

Computed properties:
Orbital gap ... 8.07 eV
HOMO ... -8.09 eV

What is the stability order? It is run B, run A, from most stable to least stable.

Run A
Entry from the Open Molecules 2025 dataset: C6H5NO2 in the gas phase (the ωB97M-V functional and the def2-TZVPD basis).

```
14
C6H5NO2 the ωB97M-V functional and the def2-TZVPD basis
C 1.9367 0.0523 -0.0146
C 0.4619 -0.0234 -0.0229
C -0.2838 1.1577 -0.0228
C -1.6679 1.0611 0.0005
C -2.2397 -0.2129 0.0106
C -0.2140 -1.2398 -0.0263
H 3.4829 -0.9690 0.0592
H 0.2293 2.1264 -0.0147
H -2.2853 1.9572 0.0563
H -3.3305 -0.3145 0.0250
H 0.3476 -2.1712 -0.0261
N -1.5446 -1.3524 -0.0222
O 2.5368 -1.1543 0.0139
O 2.5708 1.0829 -0.0161
```

Computed properties:
Orbital gap ... 10.29 eV
HOMO ... -10.16 eV

Run B
Entry from the Open Molecules 2025 dataset: C6H5NO2 in the gas phase (the ωB97M-V functional and the def2-TZVPD basis).

```
14
C6H5NO2 the ωB97M-V functional and the def2-TZVPD basis
C 1.4785 0.4510 -2.0807
C 0.3603 -1.8392 0.4265
C 0.9177 -0.2286 -0.9786
C 0.0329 0.2626 -0.0434
C -0.3525 -0.7654 0.8303
C -0.6164 1.6234 0.1591
N 1.8586 1.0252 -2.9974
O 1.0964 -1.5565 -0.6429
O -1.2362 -0.5069 1.8121
H 0.2845 -2.9606 0.7195
H -0.6181 2.3796 -0.6756
H -1.5949 1.4107 0.4157
H 0.0607 2.0561 0.8808
H -1.6715 -1.3514 2.1746
```

Computed properties:
Orbital gap ... 9.33 eV
HOMO ... -9.03 eV

What is the stability order? It is run A, run B, from most stable to least stable.